[1]
119
Properties=species:S:1:pos:R:3 method="wB97M-V/def2-TZVPD" total_charge=+1 e_tot_ev=-239331.3830 spin_multiplicity=1 fmax_ha_per_bohr=0.0286 homo_lumo_gap_ev=6.52
Zr -0.80298 1.64050 1.36006
N -3.68894 4.98157 10.57696
C -3.29670 4.53063 9.59653
C -2.80316 3.96177 8.36217
C -2.27394 2.67490 8.35647
C -1.80959 2.12931 7.17253
C -1.86044 2.86470 5.99031
C -2.37279 4.15994 6.00929
C -2.85361 4.70500 7.18775
C -1.32483 2.29402 4.72215
C -1.89503 1.10070 4.23862
C -2.83793 0.29220 4.89295
C -2.86524 -0.92572 4.22618
C -1.96718 -0.80794 3.16697
N -1.39813 0.40957 3.12787
C -0.19912 2.90368 4.17787
C 0.58752 3.90602 4.79285
C 1.72052 4.04921 4.02389
C 1.58286 3.15152 2.95314
N 0.44242 2.45903 3.01422
H -2.22834 2.10911 9.27682
H -1.38315 1.13488 7.16774
H -2.41324 4.73156 5.09145
H -3.26856 5.70356 7.20131
H -3.42024 0.57719 5.75362
H -3.44604 -1.79913 4.47376
H -1.66717 -1.57471 2.46951
H 0.35127 4.41248 5.71436
H 2.55823 4.70452 4.19720
H 2.27693 2.99113 2.14528
S 1.06565 2.57927 -0.18634
C 1.96983 1.08258 -0.72603
N 3.05732 1.33360 -1.62096
C 4.30177 1.54693 -0.91360
C 4.68957 0.25306 -0.25872
N 3.58206 -0.26255 0.55829
C 3.94992 -1.33204 1.51963
C 4.71659 -2.43285 0.83413
C 6.10644 -2.46273 0.82243
C 6.77984 -3.51095 0.21149
C 6.06456 -4.53895 -0.38730
C 4.67609 -4.51494 -0.37939
C 4.00415 -3.46617 0.23099
C 2.36082 0.20282 0.48047
S 1.12911 -0.27044 1.54107
C 2.79507 2.29609 -2.71042
C 2.99176 1.70886 -4.08526
C 1.89062 1.30765 -4.83297
C 2.05083 0.72940 -6.08453
C 3.32523 0.54748 -6.60261
C 4.43222 0.96107 -5.87224
C 4.26311 1.54239 -4.62412
H 4.22002 2.35947 -0.17481
H 5.07576 1.81606 -1.62986
H 5.54160 0.39366 0.40868
H 4.95818 -0.49451 -1.00503
H 3.02650 -1.73378 1.92147
H 4.51422 -0.88714 2.34130
H 6.66967 -1.67089 1.30435
H 7.86160 -3.53005 0.21195
H 6.58942 -5.36262 -0.85297
H 4.11594 -5.31791 -0.84038
H 2.91865 -3.44881 0.24405
H 3.45099 3.15882 -2.56695
H 1.77462 2.66896 -2.62154
H 0.89152 1.46048 -4.43461
H 1.18284 0.42216 -6.65439
H 3.45638 0.10062 -7.57931
H 5.42719 0.83652 -6.27929
H 5.13293 1.87742 -4.06954
I 1.75244 -1.55961 -2.45704
O -0.22903 0.25561 -1.34188
C 0.94863 0.11820 -1.44755
I -3.33484 3.79681 2.19480
C -1.37964 3.82678 1.24967
H -0.80209 4.52210 1.85503
H -1.55976 4.27720 0.27695
C -1.01066 -6.40918 -0.46324
O -1.64489 -5.27242 -1.07711
C -1.11265 -4.07655 -0.83658
O -0.19531 -3.84959 -0.08925
C -1.87706 -2.97707 -1.53264
C -2.13854 -2.98402 -2.83595
As -3.31982 -1.80153 -3.87968
C -1.85187 -0.90948 -4.83039
C -3.57497 -0.28341 -2.61137
C -2.97719 -0.11134 -1.43798
As -2.16871 -1.52175 -0.26985
C -3.87410 -2.18949 0.43191
C -2.75183 1.14300 -0.67196
O -2.74831 1.08770 0.58284
O -2.23185 2.23417 -1.15547
C -2.07093 2.50051 -2.57329
C -4.40529 0.78556 -3.28073
O -4.18895 1.09945 -4.41985
O -5.39593 1.38117 -2.60835
C -5.85807 0.94186 -1.31588
C -1.50130 -4.04627 -3.69566
O -0.46805 -4.60469 -3.44062
O -2.20854 -4.24308 -4.81389
C -1.66783 -5.20786 -5.73684
H -0.45293 -6.93703 -1.23408
H -1.80704 -7.03844 -0.07783
H -0.34483 -6.09210 0.33301
H -1.42553 -1.64035 -5.51721
H -1.08633 -0.58724 -4.12428
H -2.25540 -0.06937 -5.38790
H -4.54464 -2.46150 -0.38054
H -4.32383 -1.42471 1.06461
H -3.66852 -3.06902 1.04283
H -3.02043 2.81786 -2.98804
H -1.68970 1.61610 -3.07670
H -1.34712 3.30756 -2.61186
H -5.23684 1.34376 -0.51731
H -5.89710 -0.14353 -1.25559
H -6.85846 1.35108 -1.22301
H -2.21194 -5.06101 -6.66339
H -1.83346 -6.21137 -5.35180
H -0.60296 -5.04273 -5.87597



[2]
197
Properties=species:S:1:pos:R:3 method="wB97M-V/def2-TZVPD" total_charge=+1 e_tot_ev=-94687.9405 spin_multiplicity=2 fmax_ha_per_bohr=0.0663 homo_lumo_gap_ev="5.95 / 1.80"
C 4.25133 -2.01155 5.72566
C 4.04785 -0.66885 5.05189
C 4.93604 -0.31534 3.78857
O 6.33849 -0.60266 4.08834
C 7.14800 -1.10718 2.96008
N 2.62588 -0.46037 4.86619
H 3.81749 -2.89421 5.25578
H 3.78740 -1.99046 6.71177
H 5.33156 -2.09710 5.84349
H 4.36680 0.02422 5.83036
H 4.77732 0.73438 3.54160
H 4.57109 -0.83863 2.90479
H 7.00257 -2.14852 2.67272
H 8.19275 -0.97590 3.24176
H 6.99514 -0.49823 2.06905
H 2.25675 -1.29444 4.43240
H 2.16094 -0.25373 5.73866
C -0.93960 0.35221 6.40486
C -1.85598 1.60050 6.51972
C -2.66342 1.64464 5.17955
C -3.99730 2.38423 5.29944
C -4.86275 1.77136 6.35528
C -4.21655 1.74221 7.77072
N -2.75516 1.41446 7.69872
O -2.00968 1.34062 8.85486
C -4.41947 3.19400 8.33201
C -4.85814 0.66177 8.72915
C -0.97931 2.89091 6.66910
H -0.26486 0.34343 5.54886
H -1.52346 -0.55583 6.25434
H -0.32313 0.14634 7.27990
H -2.17686 2.28604 4.44472
H -2.77217 0.62268 4.81641
H -4.53081 2.43963 4.35055
H -3.67855 3.39119 5.56873
H -5.00649 0.71066 6.14944
H -5.82893 2.27296 6.41012
H -5.46793 3.32602 8.59922
H -4.01269 3.31698 9.33575
H -4.05973 3.86794 7.55451
H -4.22260 0.52763 9.60447
H -5.78903 0.94224 9.22198
H -4.97615 -0.30172 8.23330
H -0.20193 2.75831 7.42158
H -1.57665 3.73187 7.02131
H -0.47644 3.11370 5.72804
H -1.88370 2.27092 9.05554
C 0.25247 0.85257 -6.00879
C 1.80294 0.62591 -5.95137
C 2.30544 1.44651 -4.71770
C 3.76934 0.95970 -4.36548
C 3.82385 -0.52073 -4.16060
C 3.33168 -1.43395 -5.38350
N 2.04731 -0.76665 -5.82714
O 1.52159 -1.50358 -6.88495
C 4.38429 -1.43197 -6.53748
C 3.07722 -2.86355 -4.79572
C 2.51175 1.22906 -7.20078
H -0.17654 0.36069 -5.13579
H -0.21020 0.36023 -6.86414
H -0.07609 1.89144 -6.03862
H 2.37403 2.50391 -4.97324
H 1.67906 1.36849 -3.82908
H 4.03166 1.31550 -3.36914
H 4.56738 1.39121 -4.96967
H 3.14154 -0.83393 -3.37037
H 4.88068 -0.66597 -3.93673
H 4.94489 -0.50144 -6.62644
H 5.01997 -2.31690 -6.56765
H 3.89737 -1.70290 -7.47429
H 2.05018 -3.09025 -4.50954
H 3.38549 -3.71917 -5.39653
H 3.61270 -3.00287 -3.85659
H 3.49701 1.64887 -6.99806
H 1.92485 2.05471 -7.60323
H 2.52928 0.55859 -8.06001
H 0.74133 -1.89455 -6.48504
C -2.71218 -0.05431 -2.14259
C -1.34818 -0.36925 -1.36994
C -0.52623 0.89577 -1.66311
C 0.75529 0.97310 -0.91302
C 0.50236 0.81692 0.60770
C -0.37272 -0.43928 0.98821
N -1.51595 -0.43082 0.05656
O -2.46487 -1.39343 0.38019
C 0.51677 -1.69752 0.90004
C -0.85895 -0.25540 2.41055
C -0.71869 -1.65769 -1.96288
H -3.48761 -0.81552 -2.05684
H -2.55891 0.21281 -3.18817
H -3.10716 0.88052 -1.74487
H -0.31963 0.97806 -2.73018
H -1.02583 1.81866 -1.36854
H 1.18140 1.97112 -1.01539
H 1.42528 0.21773 -1.32368
H -0.04020 1.71189 0.91227
H 1.43428 0.81587 1.17306
H -0.13745 -2.55599 1.05220
H 1.06092 -1.85496 -0.03121
H 1.35287 -1.61759 1.59477
H -1.57009 -1.02065 2.72165
H 0.03028 -0.17245 3.03545
H -1.44679 0.65561 2.52276
H -1.11739 -1.99493 -2.91965
H -0.82334 -2.51572 -1.29886
H 0.34108 -1.50357 -2.16594
H -3.25234 -0.84503 0.40760
C 0.97306 5.39834 -2.63424
C -0.55051 5.20194 -2.82618
O -1.29682 5.71730 -2.06075
C -0.96425 4.17707 -3.81898
H 1.41015 5.70724 -3.58379
H 1.45741 4.45374 -2.38677
H 1.25257 6.01347 -1.77891
H -0.17165 3.42921 -3.84335
H -1.09913 4.64496 -4.79416
H -1.88928 3.71570 -3.47321
C 1.44802 -4.57019 -1.90926
C 0.77787 -5.41997 -2.99428
O -0.31426 -5.06164 -3.47716
C 1.50973 -6.67682 -3.51844
H 0.81222 -3.90494 -1.32505
H 2.22612 -3.96902 -2.37965
H 2.00993 -5.26251 -1.28232
H 1.31563 -6.84809 -4.57725
H 1.27844 -7.54381 -2.89963
H 2.56224 -6.40817 -3.42831
C 4.25759 3.59562 -1.51259
C 4.71470 2.47917 -0.61057
O 5.15193 1.45490 -1.06459
C 4.79130 2.65977 0.87747
H 5.08854 4.16759 -1.92545
H 3.65012 4.26706 -0.90577
H 3.70605 3.23808 -2.38211
H 5.05142 3.70683 1.03263
H 5.46214 1.97774 1.39989
H 3.80853 2.48102 1.31371
C 6.90838 -1.15574 -0.88014
C 5.68102 -2.05677 -0.67534
O 5.87718 -3.27898 -0.76225
C 4.24904 -1.50960 -0.42202
H 6.88470 -0.53235 0.01368
H 6.88358 -0.46785 -1.72529
H 7.85367 -1.69840 -0.87171
H 4.03040 -0.74282 -1.16521
H 4.22319 -1.10741 0.59073
H 3.46586 -2.26723 -0.44928
C -5.62762 -2.77962 -0.77394
C -5.66885 -2.41674 -2.21555
O -5.18074 -3.10453 -3.10344
C -6.35582 -1.09036 -2.54171
H -4.84440 -2.25001 -0.23154
H -5.27854 -3.80952 -0.69950
H -6.56608 -2.65295 -0.23416
H -6.54586 -0.62845 -1.57290
H -7.27674 -1.36859 -3.05415
H -5.74776 -0.45315 -3.18384
C 0.21938 6.74580 0.75904
C 0.74941 5.35059 1.12439
O 1.92835 5.07007 0.84600
C -0.12901 4.44986 1.87993
H -0.19599 6.77965 -0.24814
H 1.10154 7.37366 0.63382
H -0.48594 7.28046 1.39527
H -0.55475 4.96410 2.74155
H 0.38675 3.54314 2.19606
H -0.98339 4.27650 1.22565
C -2.52554 -3.28922 -5.11911
C -2.03905 -2.26350 -6.06894
O -0.92741 -2.32932 -6.57692
C -2.84288 -0.94880 -6.33209
H -3.52113 -3.56461 -5.46705
H -2.64905 -2.76594 -4.17094
H -1.94527 -4.20871 -5.04220
H -2.35168 -0.28551 -7.04404
H -2.98985 -0.49054 -5.35409
H -3.84306 -1.23080 -6.66103
C -6.87511 1.49629 1.54027
C -5.45703 0.96724 1.19952
O -5.22492 -0.14916 0.73028
C -4.33829 1.91261 1.42896
H -7.12810 2.39165 0.97245
H -6.88115 1.76176 2.59744
H -7.54363 0.64199 1.43367
H -3.41435 1.36954 1.62771
H -4.67372 2.58478 2.21876
H -4.23508 2.49373 0.51258
C -2.22804 -4.80143 0.06653
C -3.15305 -5.81709 0.70873
O -4.32139 -5.93162 0.34150
C -2.70166 -6.64449 1.92874
H -1.17706 -5.08914 0.09399
H -2.23405 -3.86059 0.61689
H -2.55423 -4.59198 -0.95221
H -2.61897 -5.94277 2.75871
H -1.74436 -7.16058 1.85566
H -3.40810 -7.42047 2.22353



[3]
45
Properties=species:S:1:pos:R:3 method="wB97M-V/def2-TZVPD" total_charge=0 e_tot_ev=-31198.5257 smiles="CCCCC(=O)Nc1ccc(C(=O)Nc2ccc3c(c2)OCO3)cc1" spin_multiplicity=1 fmax_ha_per_bohr=0.0245 homo_lumo_gap_ev=8.22
C -7.53725 -1.84182 -0.46614
C -7.44694 -0.37987 -0.88850
C -6.03426 0.19389 -0.77420
C -5.55958 0.31837 0.67862
C -4.19295 0.97661 0.72274
O -4.02698 2.13941 1.00488
N -3.18864 0.11002 0.38261
C -1.82105 0.34970 0.26376
C -1.24949 1.60548 0.45939
C 0.11332 1.76555 0.31995
C 0.94102 0.68962 0.00767
C 2.40215 0.95060 -0.13358
O 2.83054 2.01666 -0.52281
N 3.18307 -0.11159 0.23478
C 4.57476 -0.22790 0.22871
C 5.12409 -1.40670 0.72760
C 6.49805 -1.62011 0.75893
C 7.29832 -0.61488 0.27524
C 6.75120 0.56732 -0.22628
C 5.39818 0.79202 -0.26498
O 7.76072 1.39228 -0.64048
C 8.96169 0.69903 -0.38076
O 8.66645 -0.55858 0.18786
C 0.36389 -0.56053 -0.20200
C -1.00010 -0.72577 -0.07931
H -8.54030 -2.22178 -0.64370
H -6.83784 -2.44900 -1.03772
H -7.31725 -1.96112 0.59180
H -7.76896 -0.29324 -1.92846
H -8.12884 0.21754 -0.28048
H -6.01764 1.18782 -1.22621
H -5.34387 -0.43796 -1.33953
H -6.25519 0.94985 1.23208
H -5.51772 -0.66264 1.15416
H -3.46501 -0.84134 0.18053
H -1.87765 2.44216 0.71365
H 0.56401 2.73662 0.45568
H 2.70115 -0.91437 0.61379
H 4.46894 -2.17943 1.10274
H 6.91733 -2.53310 1.14606
H 4.98362 1.70635 -0.64951
H 9.58127 1.28347 0.31884
H 9.51661 0.55673 -1.32217
H 0.96692 -1.40704 -0.49983
H -1.43979 -1.69830 -0.25542



[4]
120
Properties=species:S:1:pos:R:3 method="wB97M-V/def2-TZVPD" total_charge=0 e_tot_ev=-83200.0088 spin_multiplicity=1 fmax_ha_per_bohr=0.0754 homo_lumo_gap_ev=9.69
H -0.34274 -5.15610 3.48763
H 0.00754 -6.41506 2.73899
O -0.63919 -6.05696 3.32603
H -1.19927 3.45179 -1.20320
H -0.83677 2.30864 -2.24800
O -0.93006 3.25318 -2.11096
H 3.20008 -2.16597 -3.47766
H 3.48552 -3.58743 -3.61208
O 3.76887 -2.83720 -3.06247
H 3.08486 -2.72107 1.67714
H 1.83515 -2.16723 1.38225
O 2.38606 -2.23879 2.16097
H -0.68730 -3.22797 -3.26135
H -1.04206 -4.07083 -4.55250
O -0.46758 -3.38753 -4.19791
H -1.04285 0.16632 -0.20138
O -1.74597 0.79642 -0.38184
H 3.25492 1.06660 -2.44997
O 3.62193 1.59386 -1.71818
H -0.70429 -2.03533 1.07273
H -0.16608 -1.24547 2.16144
O -0.80688 -2.02559 2.03948
H -2.24547 0.83954 -3.76339
H -3.75200 0.72100 -3.89983
O -3.06746 1.20502 -3.41380
H -0.47677 2.04337 3.96532
H 0.45720 0.84467 3.93373
O 0.44665 1.79667 3.71375
H 2.51910 -2.30583 -0.66804
H 2.72576 -3.16234 -1.72368
O 1.94541 -2.95738 -1.13303
H -2.85914 1.47549 5.64374
O -1.94544 1.35833 5.86149
H -0.54665 -4.96646 1.40718
H 0.56703 -3.86720 1.40960
O 0.11178 -4.48933 0.85958
H -1.69800 5.10935 0.51980
H -0.51507 6.06179 0.12769
O -1.47500 5.97158 0.10474
H -3.57437 3.96581 -1.55548
H -4.51630 3.83176 -0.37518
O -3.61848 3.63053 -0.65026
H -3.76172 -1.32313 2.84669
H -2.32647 -1.18616 2.47458
O -3.12394 -0.63831 2.57634
H -1.03800 4.43259 3.56090
H -0.30856 4.32931 4.94193
O -0.68247 4.93879 4.29961
H 1.89401 2.88599 2.01923
H 2.35297 3.27458 0.53935
O 2.12319 2.55593 1.13037
H 0.30228 2.95335 -4.85086
O 1.19879 3.15494 -4.58762
H 0.20874 -0.67240 -1.85770
H 0.77291 0.56645 -1.30487
O 0.09484 0.27913 -1.94057
H -5.77167 0.11041 -0.51303
O -5.15169 -0.54490 -0.28419
H -3.46606 1.74953 0.64415
H -3.89833 0.90889 1.74340
O -4.24310 1.50076 1.14791
H -2.69470 4.00699 -3.86433
H -4.06679 3.46402 -3.73152
O -3.50880 4.18251 -3.36568
H 2.02065 -1.26741 -5.24612
H 1.50746 0.18459 -5.21752
O 1.78771 -0.54426 -4.65071
H 0.49713 0.64825 2.28205
H 1.45038 0.70781 1.17990
O 0.68329 0.18807 1.45613
H 0.08846 -2.88493 -0.88911
H -1.50709 -2.67440 -1.38620
O -0.63581 -2.28478 -1.16162
H 4.68326 -4.56218 1.43341
H 5.01176 -3.67655 0.18648
O 4.70195 -3.66110 1.08431
H -3.82461 -2.14388 -1.70114
H -3.02900 -3.45619 -1.21498
O -3.13494 -2.77864 -1.91755
H -2.46980 -5.60226 -1.82125
H -1.08912 -5.40411 -1.06822
O -1.97160 -5.05754 -1.19729
H 4.19626 3.82942 -1.67151
H 3.90848 5.37847 -1.28019
O 4.40190 4.58088 -1.09848
H 1.44572 -4.62157 -2.45971
H 1.22596 -5.03830 -3.90382
O 1.49009 -5.40059 -3.03492
H -5.21136 -2.82047 -0.32731
O -6.11690 -2.92935 -0.03411
H 4.86002 4.07227 1.47008
H 5.46377 3.75058 0.15944
O 5.44510 3.40721 1.08612
H 1.24894 3.76297 -3.85290
H -1.90445 0.79252 -1.33239
H -4.37276 -0.02737 -0.03395
H 4.28381 1.05960 -1.24998
H -1.54667 0.65473 6.34469
H -6.05277 -2.41804 0.77377
O -0.86118 3.11159 1.40267
H -1.34613 2.55308 0.77865
H -0.01928 3.15314 0.89159
O 2.80016 -0.37205 -0.22471
H 3.24609 -0.88362 0.42692
H 3.11699 0.56128 -0.22855
O 1.09593 -2.19886 5.30027
H 0.79269 -2.80858 5.97094
H 1.80050 -1.63247 5.58329
O 3.37838 0.27724 4.01624
H 3.57977 0.87349 3.29166
H 2.74908 -0.30510 3.57163
O 5.35568 0.82921 0.33968
H 5.60732 0.41784 1.16742
H 5.68815 1.72208 0.45150
O -0.86721 -0.74396 -3.84150
H 0.08062 -0.81756 -3.85831
H -1.26310 -1.57170 -4.07899
O -3.48075 4.35084 3.56263
H -3.87717 4.01476 2.74320
H -2.53388 4.37196 3.47115